19
Properties=species:S:1:pos:R:3 method="wB97M-V/def2-TZVPD" homo_ev=-10.000 multiplicity=1 lumo_energy_ev=0.94 smiles="CC(=O)O.CC=O.C#C"
C -0.375 2.486 2.094
C 0.050 1.570 0.975
O 0.985 0.797 1.056
O -0.548 1.876 -0.171
H -1.452 2.640 2.063
H -0.054 2.086 3.059
H 0.102 3.458 1.941
H -0.244 1.283 -0.903
C 1.511 -2.155 -2.027
C 0.910 -0.953 -1.380
O 0.360 -0.057 -1.971
H 2.595 -2.115 -1.869
H 1.139 -3.059 -1.545
H 1.305 -2.175 -3.100
H 1.075 -0.852 -0.277
C -1.915 -0.764 0.907
C -1.648 -1.617 0.120
H -2.225 -0.113 1.682
H -1.572 -2.336 -0.656

14
Properties=species:S:1:pos:R:3 method="wB97M-V/def2-TZVPD" homo_ev=-8.945 multiplicity=1 lumo_energy_ev=-0.68
C -0.784 1.934 -0.045
C -0.113 0.692 0.011
C -0.898 -0.474 0.562
C -1.236 -1.348 -0.688
C 2.590 -0.300 0.117
H -0.277 2.873 -0.460
H -1.962 1.991 0.108
H -0.258 -1.108 1.519
H -1.860 -0.163 1.126
H -0.636 -0.564 -1.723
H 1.879 -0.791 1.084
O -2.000 -2.399 -0.594
S 1.557 0.683 -0.860
S 3.999 -1.026 -0.158

83
Properties=species:S:1:pos:R:3 method="wB97M-V/def2-TZVPD" homo_ev="-7.567 / -7.703" multiplicity=2 lumo_energy_ev="0.43 / 0.42"
Co -0.576 0.210 -1.300
O 3.508 -1.174 -1.503
C 4.089 0.037 -1.635
C 5.483 0.084 -1.633
C 6.141 1.291 -1.748
C 5.423 2.480 -1.870
C 4.044 2.437 -1.868
C 3.355 1.228 -1.751
C 1.879 1.225 -1.676
O 1.275 0.070 -1.638
N 1.248 2.356 -1.619
N -0.124 2.152 -1.437
C -0.763 3.259 -1.320
S 0.116 4.780 -1.366
C -1.376 5.808 -1.390
C -2.446 5.101 -0.585
S -2.498 3.371 -1.121
H 2.537 -1.019 -1.542
H 6.024 -0.849 -1.538
H 7.223 1.310 -1.747
H 5.939 3.425 -1.964
H 3.460 3.344 -1.946
H -1.698 5.958 -2.420
H -1.118 6.773 -0.954
H -3.435 5.523 -0.763
H -2.228 5.142 0.482
O -4.739 0.253 -0.436
S -3.366 -0.013 -0.108
O -3.018 -1.374 0.248
O -2.461 0.486 -1.201
C -2.975 0.968 1.334
C -4.017 1.659 1.931
C -3.791 2.391 3.087
C -2.524 2.419 3.649
C -1.485 1.726 3.049
C -1.687 1.001 1.876
P -0.327 0.059 1.085
C 1.197 0.954 1.518
C 1.268 2.344 1.450
C 2.485 2.994 1.586
C 3.649 2.264 1.778
C 3.591 0.879 1.828
C 2.375 0.227 1.694
C -0.236 -1.446 2.115
C 0.271 -1.406 3.414
C 0.320 -2.556 4.183
C -0.139 -3.760 3.662
C -0.649 -3.806 2.375
C -0.700 -2.652 1.605
H -4.997 1.612 1.478
H -4.608 2.928 3.552
H -2.343 2.977 4.559
H -0.498 1.759 3.492
H 0.374 2.928 1.265
H 2.523 4.074 1.517
H 4.601 2.771 1.866
H 4.497 0.300 1.951
H 2.347 -0.856 1.718
H 0.645 -0.474 3.822
H 0.717 -2.515 5.189
H -0.100 -4.659 4.264
H -1.017 -4.739 1.968
H -1.133 -2.677 0.616
C -0.604 -5.208 -2.221
N -0.378 -3.866 -1.714
C 0.983 -3.565 -1.286
C -1.174 -2.811 -2.032
O -0.679 -1.671 -2.025
N -2.461 -3.072 -2.401
C -3.294 -3.988 -1.632
C -3.211 -2.033 -3.090
H 0.292 -5.549 -2.743
H -1.430 -5.208 -2.927
H -0.822 -5.916 -1.418
H 1.416 -4.467 -0.858
H 0.983 -2.786 -0.528
H 1.600 -3.232 -2.125
H -2.687 -4.657 -1.030
H -3.910 -4.587 -2.307
H -3.938 -3.415 -0.962
H -2.528 -1.371 -3.614
H -3.818 -1.442 -2.405
H -3.869 -2.515 -3.815

79
Properties=species:S:1:pos:R:3 method="wB97M-V/def2-TZVPD" homo_ev="-12.547 / -12.556" charge=+2 multiplicity=5 lumo_energy_ev="-6.43 / -7.18"
Co 13.031 2.242 16.413
C 18.040 0.895 24.208
O 16.998 0.064 24.763
C 15.733 0.409 24.509
C 15.365 1.389 23.543
C 14.072 1.552 23.199
C 13.111 0.754 23.816
C 13.424 -0.098 24.877
C 14.715 -0.281 25.217
N 11.778 0.764 23.464
N 11.323 1.213 22.405
C 11.860 1.030 21.202
C 12.687 -0.103 20.873
C 13.228 -0.225 19.608
C 12.974 0.749 18.610
O 13.483 0.687 17.459
C 12.018 1.826 18.924
N 11.699 2.621 17.905
C 10.818 3.581 18.034
C 10.206 3.846 19.289
C 10.574 3.033 20.341
C 11.435 1.913 20.160
H 18.969 0.513 24.663
H 17.864 1.949 24.498
H 18.076 0.808 23.113
H 16.186 1.889 23.010
H 13.809 2.250 22.433
H 12.591 -0.657 25.304
H 15.040 -0.950 26.004
H 12.881 -0.929 21.587
H 13.866 -1.087 19.331
H 10.586 4.242 17.203
H 9.569 4.696 19.415
H 10.181 3.232 21.346
C 16.933 5.977 14.874
N 15.995 5.138 15.683
C 15.307 4.068 15.279
N 14.365 3.782 16.202
C 14.618 4.727 17.172
N 15.565 5.572 16.867
C 16.269 7.248 14.535
C 16.830 8.495 14.794
C 16.138 9.661 14.502
C 14.900 9.592 13.911
C 14.327 8.352 13.586
C 15.050 7.172 13.835
C 13.045 8.262 12.860
N 12.255 9.220 12.528
N 11.144 8.616 12.020
C 11.374 7.339 12.042
O 12.550 7.041 12.592
C 10.535 6.239 11.595
C 9.268 6.529 11.025
C 8.445 5.461 10.636
C 8.937 4.155 10.683
C 10.188 3.896 11.236
C 10.659 2.475 11.422
N 10.960 2.223 12.825
C 12.115 2.098 13.426
N 11.930 2.024 14.750
C 10.565 2.087 14.883
N 9.950 2.194 13.728
C 10.972 4.944 11.742
H 17.187 5.379 13.986
H 17.811 6.152 15.494
H 15.534 3.568 14.363
H 14.038 4.823 18.048
H 17.832 8.499 15.225
H 16.597 10.612 14.678
H 14.328 10.470 13.662
H 14.655 6.231 13.536
H 8.966 7.564 10.926
H 7.458 5.630 10.216
H 8.329 3.374 10.276
H 11.601 2.322 10.918
H 9.888 1.798 11.033
H 13.076 2.123 12.915
H 9.998 1.996 15.790
H 11.921 4.763 12.192

139
Properties=species:S:1:pos:R:3 method="wB97M-V/def2-TZVPD" homo_ev=-10.505 charge=+1 multiplicity=1 lumo_energy_ev=-3.30
C -1.318 5.697 -0.542
C -0.738 4.696 -1.674
C -0.615 3.202 -1.149
N 0.864 2.994 -0.780
C 0.818 1.851 0.196
C 0.269 0.587 -0.571
O -0.743 0.703 -1.551
C -1.082 2.019 -2.073
C -2.681 1.892 -2.319
C -3.606 3.052 -1.826
O -4.106 3.758 -3.009
C -4.976 2.596 -1.088
F -5.231 3.531 -0.040
F -6.094 2.736 -1.938
F -4.904 1.356 -0.468
P -0.250 1.964 -3.832
O 0.332 3.476 -4.332
Cl 1.519 0.769 -3.685
H -2.166 5.254 0.066
H -1.669 6.653 -1.058
H -0.516 6.016 0.206
H -1.398 4.799 -2.599
H 0.296 5.110 -1.931
H -1.164 3.112 -0.142
H 1.415 2.798 -1.637
H 1.187 3.841 -0.278
H 1.899 1.636 0.517
H 0.266 2.107 1.158
H -0.087 -0.157 0.233
H 1.182 0.059 -1.035
H -2.796 1.812 -3.463
H -3.051 0.863 -1.966
H -3.193 3.861 -1.155
H -3.393 3.847 -3.670
H 1.120 3.728 -3.793
C -0.615 -2.786 1.924
C -1.066 -4.220 2.097
C -0.097 -4.963 1.199
O 1.129 -4.214 1.200
C 0.888 -2.939 1.806
H -0.913 -2.130 2.745
H -1.024 -2.378 0.993
H -0.925 -4.529 3.138
H -2.110 -4.389 1.830
H -0.462 -5.006 0.168
H 0.096 -5.982 1.542
H 1.366 -2.940 2.792
H 1.344 -2.152 1.199
C 5.241 -0.325 -1.807
C 5.130 -1.832 -1.705
C 4.756 -2.023 -0.248
O 4.007 -0.862 0.142
C 4.134 0.135 -0.880
H 5.131 0.056 -2.824
H 6.211 0.003 -1.421
H 4.319 -2.189 -2.349
H 6.043 -2.360 -1.983
H 5.646 -2.077 0.388
H 4.156 -2.921 -0.082
H 3.175 0.197 -1.408
H 4.345 1.104 -0.425
C 5.824 4.773 -2.873
C 6.852 4.753 -1.761
C 6.192 3.851 -0.737
O 5.383 2.917 -1.468
C 5.287 3.356 -2.830
H 6.235 5.043 -3.846
H 5.027 5.484 -2.628
H 7.778 4.294 -2.122
H 7.092 5.741 -1.367
H 5.531 4.420 -0.073
H 6.917 3.309 -0.126
H 5.895 2.682 -3.442
H 4.248 3.289 -3.166
C -6.167 6.232 1.152
C -6.849 7.469 0.610
C -6.217 8.567 1.444
O -4.890 8.128 1.769
C -4.767 6.741 1.432
H -6.182 5.387 0.465
H -6.646 5.923 2.086
H -6.589 7.605 -0.445
H -7.936 7.444 0.692
H -6.760 8.716 2.383
H -6.169 9.521 0.915
H -4.132 6.668 0.540
H -4.280 6.206 2.251
C -8.421 -1.028 -0.881
C -6.976 -0.632 -0.670
C -6.572 -1.519 0.491
O -7.349 -2.718 0.388
C -8.386 -2.514 -0.583
H -8.798 -0.802 -1.879
H -9.056 -0.515 -0.151
H -6.388 -0.889 -1.558
H -6.836 0.426 -0.464
H -6.807 -1.048 1.452
H -5.508 -1.770 0.478
H -8.127 -3.092 -1.477
H -9.335 -2.887 -0.192
C 3.081 -6.659 -0.091
C 3.152 -7.852 0.837
C 4.079 -8.785 0.081
O 4.976 -7.957 -0.672
C 4.492 -6.608 -0.646
H 2.785 -5.733 0.404
H 2.369 -6.859 -0.899
H 3.612 -7.557 1.786
H 2.181 -8.300 1.054
H 3.524 -9.409 -0.627
H 4.651 -9.437 0.745
H 5.154 -6.027 0.006
H 4.533 -6.184 -1.652
C -7.076 -4.546 3.202
C -6.970 -5.736 4.133
C -6.036 -6.653 3.367
O -5.165 -5.811 2.600
C -5.675 -4.471 2.628
H -7.383 -3.625 3.698
H -7.794 -4.761 2.404
H -6.503 -5.429 5.074
H -7.930 -6.201 4.363
H -6.589 -7.290 2.668
H -5.443 -7.292 4.025
H -5.015 -3.875 3.270
H -5.656 -4.049 1.622
C 10.081 -0.298 1.231
C 8.977 -0.664 2.200
C 7.815 0.161 1.681
O 7.999 0.291 0.264
C 9.321 -0.156 -0.073
H 10.882 -1.036 1.178
H 10.520 0.664 1.515
H 8.746 -1.731 2.113
H 9.218 -0.451 3.243
H 7.818 1.167 2.113
H 6.847 -0.303 1.885
H 9.228 -1.120 -0.585
H 9.787 0.557 -0.756

18
Properties=species:S:1:pos:R:3 method="wB97M-V/def2-TZVPD" homo_ev="-7.066 / -8.547" multiplicity=1 lumo_energy_ev="-0.88 / 0.64"
C -0.339 0.929 -0.532
C -0.615 -0.152 0.112
C 0.816 1.856 -0.215
C -1.314 1.394 -1.684
C -1.304 -1.374 0.488
N 2.994 -1.893 1.744
S 1.882 -0.674 2.106
H 1.540 1.408 0.530
H 0.396 2.797 0.156
H 1.569 1.925 -1.098
H -2.136 0.597 -1.840
H -0.892 1.600 -2.567
H -1.848 2.292 -1.303
H -2.158 -0.959 1.173
H -1.662 -2.048 -0.318
H -0.665 -2.018 1.027
H 3.999 -1.645 1.828
H 2.944 -2.756 2.248

16
Properties=species:S:1:pos:R:3 method="wB97M-V/def2-TZVPD" homo_ev=-9.472 multiplicity=1 lumo_energy_ev=0.66 smiles="C[C@@H](C=O)NCO"
C -1.007 0.601 1.192
C -0.715 -0.294 -0.002
C -1.882 -0.364 -0.948
O -3.021 -0.087 -0.662
N 0.482 0.061 -0.776
C 1.698 -0.515 -0.182
O 2.844 0.102 -0.713
H -1.861 0.186 1.725
H -0.190 0.613 1.926
H -1.069 1.653 0.911
H -0.563 -1.311 0.366
H -1.704 -0.714 -1.982
H 0.596 1.060 -0.827
H 1.750 -0.459 0.912
H 1.725 -1.536 -0.546
H 2.918 1.004 -0.395

23
Properties=species:S:1:pos:R:3 method="wB97M-V/def2-TZVPD" homo_ev="-7.535 / -7.536" multiplicity=1 lumo_energy_ev="0.88 / 0.88"
C 0.395 0.084 1.008
C -1.333 -1.734 0.050
C 1.707 0.174 1.752
C -0.789 0.314 1.921
C -1.298 0.285 -2.341
C 1.570 0.782 -1.108
C -0.651 -0.382 -1.171
C 0.383 0.192 -0.362
O -0.807 -1.768 -1.207
H -2.359 -1.414 0.164
H -0.924 -2.439 0.762
H 2.542 -0.249 1.194
H 1.953 1.216 1.991
H 1.642 -0.359 2.704
H -1.711 0.491 1.374
H -0.955 -0.509 2.622
H -0.583 1.207 2.526
H -0.949 -0.166 -3.277
H -1.097 1.355 -2.363
H -2.382 0.142 -2.303
H 2.367 0.040 -1.223
H 1.287 1.087 -2.115
H 1.991 1.651 -0.599

13
Properties=species:S:1:pos:R:3 method="wB97M-V/def2-TZVPD" homo_ev=-8.421 multiplicity=1 lumo_energy_ev=-0.55
C 0.120 0.169 -0.345
H -1.130 -1.798 1.646
H -1.370 -0.240 2.303
H -1.596 -0.939 -0.145
H 2.140 0.680 -0.635
H 1.603 0.300 1.918
H -1.709 0.517 -2.940
N -0.714 -0.752 1.698
N -1.002 -0.089 0.524
N 1.429 0.314 0.060
N -0.192 0.153 -1.573
O 1.952 0.921 1.337
O -1.365 -0.535 -1.967

11
Properties=species:S:1:pos:R:3 method="wB97M-V/def2-TZVPD" homo_ev=-3.866 charge=-1 multiplicity=1 lumo_energy_ev=4.30
O 1.585 0.807 -0.170
C 0.827 1.709 0.322
O -0.364 1.603 0.691
H 1.293 2.738 0.407
C -0.475 -1.239 -0.443
N -1.382 -2.334 -0.256
H 0.542 -1.576 -0.403
H -0.607 -0.403 0.312
H -0.619 -0.749 -1.408
H -1.618 -2.874 -1.105
H -1.202 -2.904 0.548

15
Properties=species:S:1:pos:R:3 method="wB97M-V/def2-TZVPD" homo_ev=-8.634 multiplicity=1 lumo_energy_ev=0.86
C -0.310 0.576 -2.615
C -0.019 0.583 2.441
C 0.006 -1.222 0.910
N -0.428 0.052 -1.354
N 0.497 -0.442 -0.834
O 1.645 -0.660 -1.114
O -0.715 -0.364 1.632
H 0.637 0.748 -3.222
H -0.653 1.586 -2.621
H -1.092 0.089 -3.303
H 0.094 1.471 1.826
H 0.822 0.291 3.112
H -0.801 0.783 3.152
H 1.053 -1.511 1.281
H -0.737 -1.979 0.709

| no. | M (Da) | E (a.u.) |
| --- | --- | --- |
| 1 | 130.14 | -460.268533 |
| 2 | 146.24 | -1065.537813 |
| 3 | 769.77 | -4867.769358 |
| 4 | 721.63 | -3598.930854 |
| 5 | 887.52 | -3593.915989 |
| 6 | 117.22 | -649.879288 |
| 7 | 103.12 | -363.010402 |
| 8 | 126.20 | -388.308808 |
| 9 | 106.08 | -410.887374 |
| 10 | 76.07 | -285.070136 |
| 11 | 104.11 | -378.903086 |